Entry 1:
{
  "formula": "C18H48BF4N3O6",
  "method": "ωB97M-V/def2-TZVPD",
  "species": ["C", "O", "C", "C", "N", "H", "H", "C", "C", "O", "C", "H", "H", "H", "H", "H", "H", "H", "H", "H", "H", "H", "H", "H", "H", "C", "O", "C", "C", "N", "H", "H", "C", "C", "O", "C", "H", "H", "H", "H", "H", "H", "H", "H", "H", "H", "H", "H", "H", "H", "C", "O", "C", "C", "N", "H", "H", "C", "C", "O", "C", "H", "H", "H", "H", "H", "H", "H", "H", "H", "H", "H", "H", "H", "H", "B", "F", "F", "F", "F"],
  "positions_angstrom": [[-4.005, -5.167, -0.115], [-3.856, -3.994, -1.037], [-2.592, -3.567, -1.373], [-2.767, -2.196, -2.027], [-3.589, -1.315, -1.169], [-4.104, -1.844, -0.474], [-3.016, -0.625, -0.687], [-4.654, -0.536, -1.955], [-6.147, -0.949, -1.681], [-6.362, -0.701, -0.326], [-7.505, -1.307, 0.234], [-4.242, -5.990, -0.757], [-4.787, -4.893, 0.571], [-3.102, -5.388, 0.463], [-2.058, -4.229, -2.126], [-2.022, -3.491, -0.490], [-3.332, -2.363, -2.904], [-1.851, -1.711, -2.263], [-4.424, -0.714, -2.999], [-4.618, 0.502, -1.699], [-6.387, -2.061, -1.898], [-6.866, -0.365, -2.290], [-7.469, -2.399, 0.195], [-8.447, -0.968, -0.215], [-7.673, -0.896, 1.235], [0.389, -4.529, 1.798], [1.343, -3.845, 0.903], [2.655, -3.586, 1.492], [3.366, -2.855, 0.393], [2.597, -1.613, 0.031], [1.625, -1.864, -0.401], [2.352, -1.152, 0.908], [3.373, -0.657, -0.831], [3.823, 0.540, 0.007], [4.596, 0.098, 1.053], [5.232, 1.120, 1.795], [-0.381, -3.876, 2.131], [0.927, -5.015, 2.605], [0.066, -5.296, 1.144], [3.164, -4.494, 1.759], [2.553, -2.955, 2.327], [3.439, -3.431, -0.503], [4.309, -2.342, 0.621], [2.810, -0.352, -1.680], [4.203, -1.216, -1.224], [3.040, 1.232, 0.330], [4.497, 1.091, -0.684], [4.485, 1.774, 2.272], [5.870, 1.706, 1.097], [5.883, 0.681, 2.541], [4.936, 4.544, -0.144], [3.563, 4.169, -0.266], [2.971, 4.484, -1.472], [1.504, 4.102, -1.354], [0.873, 4.722, -0.141], [1.387, 4.475, 0.743], [0.770, 5.697, -0.317], [-0.535, 4.171, 0.087], [-0.503, 3.175, 1.251], [0.713, 3.437, 1.917], [0.947, 2.757, 3.140], [4.904, 5.609, -0.042], [5.602, 4.236, -1.011], [5.364, 4.114, 0.761], [3.377, 3.955, -2.386], [3.026, 5.498, -1.727], [1.348, 3.022, -1.354], [0.988, 4.564, -2.225], [-0.970, 3.632, -0.783], [-1.236, 5.040, 0.356], [-0.549, 2.103, 1.055], [-1.317, 3.319, 1.947], [0.099, 2.762, 3.768], [1.853, 3.072, 3.636], [0.937, 1.686, 2.873], [-0.077, -0.070, -0.487], [0.157, -0.486, 0.788], [0.127, -1.069, -1.486], [-1.474, 0.292, -0.566], [0.874, 0.987, -0.656]],
  "e_above_lowest_kj_mol": 106.34,
  "orbital_gap_ha": 0.389,
  "lumo_energy_ev": -3.98,
  "charge": 2
}

=====

Entry 2:
{
  "formula": "C23H32BCrF4N5OS",
  "method": "ωB97M-V/def2-TZVPD",
  "species": ["Cr", "C", "C", "N", "N", "C", "O", "C", "C", "C", "C", "C", "C", "C", "C", "C", "C", "C", "N", "H", "H", "H", "H", "H", "H", "H", "H", "H", "H", "H", "H", "F", "B", "F", "F", "F", "C", "C", "C", "C", "N", "C", "S", "N", "C", "C", "C", "C", "H", "H", "H", "H", "H", "H", "H", "H", "H", "H", "H", "H", "H", "H", "H", "H", "H", "H", "H", "H"],
  "positions_angstrom": [[-1.463, 0.840, 0.015], [-1.740, 4.915, 0.991], [-1.758, 3.424, 1.008], [-1.051, 2.704, 0.187], [-0.177, 3.270, -0.672], [0.337, 2.328, -1.450], [0.017, 1.092, -1.355], [1.356, 2.754, -2.434], [1.476, 4.098, -2.785], [2.454, 4.504, -3.676], [3.330, 3.573, -4.219], [3.220, 2.235, -3.868], [2.232, 1.826, -2.988], [-2.576, 2.622, 1.900], [-3.424, 3.159, 2.863], [-4.144, 2.313, 3.684], [-4.001, 0.941, 3.526], [-3.151, 0.475, 2.543], [-2.450, 1.278, 1.746], [-0.881, 5.240, 0.411], [-1.684, 5.334, 1.996], [-2.645, 5.290, 0.507], [0.787, 4.810, -2.353], [2.536, 5.548, -3.948], [4.093, 3.888, -4.919], [3.911, 1.512, -4.283], [2.131, 0.782, -2.719], [-3.522, 4.233, 2.945], [-4.814, 2.710, 4.435], [-4.562, 0.244, 4.131], [-3.033, -0.586, 2.358], [-2.745, -0.155, -1.695], [-3.830, 0.782, -1.511], [-4.263, 0.603, -0.174], [-3.226, 2.063, -1.598], [-4.829, 0.591, -2.418], [2.574, -3.197, 4.508], [1.384, -3.575, 3.626], [0.333, -2.469, 3.523], [0.823, -1.214, 2.791], [1.340, -1.457, 1.443], [0.602, -1.650, 0.330], [-1.101, -1.608, 0.326], [1.276, -1.899, -0.795], [0.674, -1.991, -2.125], [1.619, -2.727, -3.066], [1.775, -4.215, -2.740], [0.517, -5.027, -3.042], [3.222, -4.057, 4.678], [2.228, -2.837, 5.479], [3.178, -2.410, 4.052], [0.902, -4.465, 4.034], [1.732, -3.836, 2.623], [0.023, -2.166, 4.528], [-0.542, -2.851, 3.006], [1.636, -0.758, 3.355], [0.012, -0.489, 2.717], [2.342, -1.508, 1.352], [2.281, -1.806, -0.775], [0.447, -0.991, -2.492], [-0.273, -2.518, -2.027], [2.602, -2.242, -3.037], [1.241, -2.617, -4.084], [2.037, -4.332, -1.685], [2.606, -4.616, -3.324], [-0.321, -4.713, -2.418], [0.692, -6.087, -2.856], [0.225, -4.911, -4.087]],
  "multiplicity": 5,
  "e_above_lowest_kj_mol": 82.77,
  "orbital_gap_ha": [0.270, 0.274],
  "lumo_energy_ev": [-0.47, -0.73],
  "charge": 0,
  "s_squared": 6.027
}

=====

Entry 3:
{
  "formula": "C13H36N2O11Zn",
  "method": "ωB97M-V/def2-TZVPD",
  "species": ["Zn", "O", "C", "O", "O", "H", "O", "C", "O", "O", "H", "C", "C", "C", "O", "C", "N", "H", "H", "H", "H", "H", "H", "H", "H", "H", "H", "H", "C", "C", "C", "O", "C", "N", "H", "H", "H", "H", "H", "H", "H", "H", "H", "H", "H", "C", "O", "H", "H", "H", "H", "C", "O", "H", "H", "H", "H", "C", "O", "H", "H", "H", "H"],
  "positions_angstrom": [[-0.449, -2.070, -1.580], [1.553, -5.647, -0.403], [0.627, -4.766, -0.128], [0.438, -3.807, -0.912], [0.051, -4.833, 0.990], [1.416, -6.200, 0.370], [1.520, 0.519, 0.599], [0.938, -0.403, -0.127], [1.169, -0.576, -1.306], [0.015, -1.113, 0.325], [2.285, 0.611, 0.026], [-0.467, -1.697, -5.774], [-0.152, -1.523, -4.316], [-0.724, -0.170, -3.754], [-1.435, -0.380, -2.530], [-2.010, 0.819, -1.964], [-0.568, -2.696, -3.539], [-0.211, -2.690, -6.143], [0.258, -1.075, -6.299], [-1.451, -1.316, -6.045], [0.937, -1.490, -4.333], [-1.290, 0.348, -4.528], [0.204, 0.339, -3.494], [-2.531, 0.579, -1.038], [-2.824, 1.243, -2.551], [-1.310, 1.649, -1.864], [-1.405, -3.035, -3.992], [-0.110, -3.566, -3.771], [-0.244, -0.094, 4.151], [-1.504, -0.950, 3.905], [-2.714, -0.117, 3.467], [-3.909, -0.897, 3.585], [-5.019, 0.005, 3.405], [-1.274, -1.928, 2.851], [0.369, -0.624, 4.879], [-0.501, 0.842, 4.647], [0.433, 0.119, 3.323], [-1.712, -1.499, 4.823], [-2.549, 0.181, 2.432], [-2.798, 0.748, 4.125], [-5.078, 0.827, 4.119], [-5.967, -0.531, 3.442], [-5.042, 0.443, 2.407], [-0.406, -2.370, 3.117], [-0.907, -1.453, 2.039], [1.599, 3.297, -1.786], [2.027, 4.154, -0.735], [0.680, 2.757, -1.560], [1.271, 3.863, -2.658], [2.291, 2.490, -2.025], [1.521, 3.925, 0.048], [0.458, 2.837, 2.674], [0.701, 2.998, 1.340], [1.215, 2.455, 3.360], [0.314, 3.844, 3.064], [-0.524, 2.385, 2.815], [0.822, 2.140, 0.927], [5.639, 2.184, 0.545], [4.545, 1.733, -0.260], [6.122, 2.961, -0.049], [5.348, 2.392, 1.575], [6.406, 1.410, 0.562], [3.910, 2.420, -0.473]],
  "orbital_gap_ha": 0.288,
  "lumo_energy_ev": -0.33,
  "charge": 0
}

=====

Entry 4:
{
  "formula": "C4H9NO2",
  "method": "ωB97M-V/def2-TZVPD",
  "species": ["O", "C", "C", "N", "C", "C", "O", "H", "H", "H", "H", "H", "H", "H", "H", "H"],
  "positions_angstrom": [[-1.553, 1.192, -1.334], [-0.491, 0.320, -1.580], [-0.505, -0.771, -0.548], [-0.971, -0.207, 0.761], [0.375, -0.840, 0.648], [1.447, 0.075, 0.925], [1.127, 1.376, 0.718], [-1.620, 1.133, -0.298], [-0.494, -0.101, -2.580], [0.404, 0.930, -1.548], [-1.098, -1.601, -0.937], [-1.490, -0.818, 1.464], [0.566, -1.848, 0.940], [1.803, -0.214, 2.027], [2.237, -0.175, 0.190], [0.262, 1.547, 1.153]],
  "e_above_lowest_kj_mol": 337.68,
  "orbital_gap_ha": 0.381,
  "lumo_energy_ev": 0.74,
  "charge": 0
}

=====

Entry 5:
{
  "formula": "C2H2Cl3NO",
  "method": "ωB97M-V/def2-TZVPD",
  "species": ["C", "C", "N", "O", "Cl", "Cl", "Cl", "H", "H"],
  "positions_angstrom": [[0.502, 1.247, 0.383], [3.367, -0.145, 0.092], [-0.121, 0.669, -0.700], [1.252, 0.938, -0.711], [3.182, -1.723, -0.578], [4.141, 1.027, -0.787], [3.083, 0.141, 1.706], [0.422, 2.389, 0.615], [0.707, 0.788, 1.387]],
  "e_above_lowest_kj_mol": 549.12,
  "orbital_gap_ha": [0.360, 0.279],
  "lumo_energy_ev": [-0.20, -0.33],
  "charge": 0
}

=====

Entry 6:
{
  "formula": "C7H12N2O6",
  "method": "ωB97M-V/def2-TZVPD",
  "species": ["N", "C", "C", "C", "O", "O", "C", "O", "N", "C", "C", "O", "C", "O", "O", "H", "H", "H", "H", "H", "H", "H", "H", "H", "H", "H", "H"],
  "positions_angstrom": [[-3.138, -1.216, 0.372], [-2.125, -0.518, 1.150], [-1.336, -1.659, 1.800], [-0.055, -1.109, 2.277], [1.030, -1.534, 1.866], [-0.045, -0.128, 3.125], [-1.358, 0.504, 0.314], [-1.399, 1.700, 0.631], [-0.698, -0.067, -0.734], [0.417, 0.760, -1.298], [1.763, 0.691, -0.470], [2.813, 1.679, -0.455], [0.994, 0.341, -2.624], [0.309, -0.111, -3.519], [2.264, 0.639, -2.869], [-3.352, -2.076, 0.869], [-4.022, -0.625, 0.363], [-2.538, 0.132, 1.970], [-0.945, -2.291, 0.872], [-1.904, -2.347, 2.431], [0.874, 0.243, 3.283], [-0.840, -1.096, -1.062], [0.166, 1.766, -1.323], [2.207, -0.225, -0.891], [1.537, 0.638, 0.595], [3.471, 1.837, 0.277], [2.626, 1.007, -1.971]],
  "e_above_lowest_kj_mol": 311.14,
  "orbital_gap_ha": 0.371,
  "lumo_energy_ev": 0.13,
  "charge": 0
}

=====

no.,total energy (Ha)
1,-1754.2319
2,-3111.9550
3,-3233.3446
4,-362.9569
5,-1587.7643
6,-834.8382